Entry 1:
10 unconnected molecules or ions with the total composition C30H85N5O10 in a non-equilibrium geometry. Source: the Open Molecules 2025 dataset; level of theory: wB97M-V/def2-TZVPD.

## Properties
E_LUMO (spin up / spin down)   2.0 / 2.0 eV
Spin multiplicity   2
Expectation value of S²   0.7504
Net charge   -1

Bonds (Å) are listed after each position.
Cartesian coordinates (Å):
1 C -5.575 -1.240 -5.307  C2 1.578, H7 1.090, H8 1.090, H9 1.090
2 C -4.291 -0.750 -4.533  C1 1.578, C3 1.515, N6 1.455, H10 1.090
3 C -4.319 -0.861 -3.022  C2 1.515, O4 1.463, H11 1.090, H12 1.090
4 O -3.111 -0.659 -2.224  C3 1.463, C5 1.435
5 C -2.722 0.689 -1.922  O4 1.435, H13 1.090, H14 1.090, H15 1.090
6 N -3.142 -1.441 -5.098  C2 1.455, H16 1.010, H17 1.010
7 H -5.165 -1.972 -6.003  C1 1.090
8 H -5.988 -0.361 -5.803  C1 1.090
9 H -6.411 -1.596 -4.706  C1 1.090
10 H -4.145 0.275 -4.874  C2 1.090
11 H -4.629 -1.860 -2.718  C3 1.090
12 H -5.120 -0.246 -2.610  C3 1.090
13 H -3.565 1.356 -1.743  C5 1.090
14 H -2.160 1.029 -2.792  C5 1.090
15 H -2.002 0.845 -1.119  C5 1.090
16 H -2.346 -1.228 -4.514  N6 1.010
17 H -3.364 -2.397 -4.862  N6 1.010
18 C 0.692 -2.151 3.407  C19 1.573, H24 1.090, H25 1.090, H26 1.090
19 C 0.571 -1.001 4.474  C18 1.573, C20 1.531, N23 1.449, H27 1.090
20 C 0.382 -1.600 5.870  C19 1.531, O21 1.466, H28 1.090, H29 1.090
21 O -0.958 -2.195 5.907  C20 1.466, C22 1.407
22 C -1.181 -3.051 7.000  O21 1.407, H30 1.090, H31 1.090, H32 1.090
23 N 1.751 -0.190 4.255  C19 1.449, H33 1.010, H34 1.010
24 H 1.629 -2.703 3.334  C18 1.090
25 H 0.411 -1.959 2.371  C18 1.090
26 H -0.001 -2.943 3.690  C18 1.090
27 H -0.381 -0.501 4.290  C19 1.090
28 H 0.547 -0.959 6.736  C20 1.090
29 H 1.186 -2.286 6.136  C20 1.090
30 H -2.235 -2.855 7.191  C22 1.090
31 H -0.509 -2.782 7.815  C22 1.090
32 H -1.322 -4.109 6.775  C22 1.090
33 H 1.679 0.660 4.794  N23 1.010
34 H 2.592 -0.643 4.584  N23 1.010
35 C 4.346 -3.433 -1.163  C36 1.561, H41 1.090, H42 1.090, H43 1.090
36 C 3.173 -2.409 -1.049  C35 1.561, C37 1.575, N40 1.421, H44 1.090
37 C 2.530 -2.101 -2.454  C36 1.575, O38 1.412, H45 1.090, H46 1.090
38 O 1.596 -1.053 -2.305  C37 1.412, C39 1.504
39 C 0.862 -0.776 -3.589  O38 1.504, H47 1.090, H48 1.090, H49 1.090
40 N 2.199 -2.802 -0.093  C36 1.421, H50 1.010, H51 1.010
41 H 4.550 -3.813 -0.162  C35 1.090
42 H 5.237 -3.176 -1.737  C35 1.090
43 H 3.910 -4.283 -1.688  C35 1.090
44 H 3.564 -1.472 -0.652  C36 1.090
45 H 1.999 -2.940 -2.902  C37 1.090
46 H 3.233 -1.668 -3.165  C37 1.090
47 H -0.209 -0.573 -3.566  C39 1.090
48 H 0.965 -1.631 -4.257  C39 1.090
49 H 1.408 0.102 -3.935  C39 1.090
50 H 2.737 -2.724 0.758  N40 1.010
51 H 1.552 -2.032 -0.187  N40 1.010
52 C -0.540 2.272 -4.941  C53 1.545, H58 1.090, H59 1.090, H60 1.090
53 C -1.961 2.744 -5.323  C52 1.545, C54 1.555, N57 1.412, H61 1.090
54 C -2.363 4.006 -4.509  C53 1.555, O55 1.450, H62 1.090, H63 1.090
55 O -2.276 3.830 -3.072  C54 1.450, C56 1.415
56 C -1.252 4.609 -2.481  O55 1.415, H64 1.090, H65 1.090, H66 1.090
57 N -2.159 3.040 -6.689  C53 1.412, H67 1.010, H68 1.010
58 H -0.283 1.386 -5.522  C52 1.090
59 H -0.442 2.080 -3.873  C52 1.090
60 H 0.190 3.022 -5.246  C52 1.090
61 H -2.657 1.937 -5.095  C53 1.090
62 H -3.342 4.407 -4.769  C54 1.090
63 H -1.801 4.858 -4.890  C54 1.090
64 H -1.516 5.666 -2.524  C56 1.090
65 H -0.362 4.456 -3.091  C56 1.090
66 H -1.130 4.278 -1.450  C56 1.090
67 H -3.118 3.230 -6.943  N57 1.010
68 H -1.815 2.285 -7.266  N57 1.010
69 C -1.462 -3.496 -0.363  C70 1.504, H75 1.090, H76 1.090, H77 1.090
70 C -0.873 -4.389 -1.420  C69 1.504, C71 1.548, N74 1.428, H78 1.090
71 C -1.913 -5.483 -1.765  C70 1.548, O72 1.477, H79 1.090, H80 1.090
72 O -1.514 -6.473 -2.787  C71 1.477, C73 1.404
73 C -0.261 -7.095 -2.669  O72 1.404, H81 1.090, H82 1.090, H83 1.090
74 N -0.490 -3.543 -2.505  C70 1.428, H84 1.010, H85 1.010
75 H -0.746 -2.790 0.055  C69 1.090
76 H -1.694 -4.049 0.547  C69 1.090
77 H -2.274 -2.954 -0.848  C69 1.090
78 H 0.040 -4.827 -1.017  C70 1.090
79 H -2.901 -5.096 -2.012  C71 1.090
80 H -1.926 -6.214 -0.956  C71 1.090
81 H 0.216 -7.556 -3.534  C73 1.090
82 H -0.453 -7.869 -1.925  C73 1.090
83 H 0.456 -6.407 -2.221  C73 1.090
84 H -1.348 -3.009 -2.503  N74 1.010
85 H 0.198 -2.835 -2.290  N74 1.010
86 C 5.143 -1.695 2.800  C87 1.573, H89 1.090, H90 1.090, H91 1.090
87 C 5.046 -0.395 3.681  C86 1.573, O88 1.472, H92 1.090, H93 1.090
88 O 4.490 -0.817 4.977  C87 1.472, H94 0.960
89 H 5.492 -1.467 1.792  C86 1.090
90 H 4.186 -2.208 2.713  C86 1.090
91 H 5.798 -2.434 3.261  C86 1.090
92 H 4.379 0.364 3.274  C87 1.090
93 H 5.994 0.108 3.866  C87 1.090
94 H 4.978 -0.363 5.668  O88 0.960
95 C 4.767 4.551 3.769  C96 1.591, H98 1.090, H99 1.090, H100 1.090
96 C 4.175 3.402 4.696  C95 1.591, O97 1.419, H101 1.090, H102 1.090
97 O 2.829 3.132 4.336  C96 1.419, H103 0.960
98 H 4.442 5.541 4.088  C95 1.090
99 H 4.394 4.555 2.745  C95 1.090
100 H 5.856 4.501 3.781  C95 1.090
101 H 4.119 3.758 5.725  C96 1.090
102 H 4.750 2.476 4.712  C96 1.090
103 H 2.849 2.937 3.396  O97 0.960
104 C -2.722 2.088 2.353  C105 1.522, H107 1.090, H108 1.090, H109 1.090
105 C -4.089 1.429 2.242  C104 1.522, O106 1.397, H110 1.090, H111 1.090
106 O -4.715 1.325 3.487  C105 1.397, H112 0.960
107 H -2.191 1.571 3.153  C104 1.090
108 H -2.871 3.122 2.666  C104 1.090
109 H -2.272 2.146 1.362  C104 1.090
110 H -3.930 0.435 1.824  C105 1.090
111 H -4.723 1.996 1.561  C105 1.090
112 H -4.850 2.242 3.737  O106 0.960
113 C 0.964 2.051 0.149  C114 1.536, H116 1.090, H117 1.090, H118 1.090
114 C 0.591 0.691 0.758  C113 1.536, O115 1.410, H119 1.090, H120 1.090
115 O 1.702 0.021 1.312  C114 1.410, H121 0.960
116 H 1.411 2.772 0.833  C113 1.090
117 H 0.139 2.442 -0.446  C113 1.090
118 H 1.721 1.889 -0.620  C113 1.090
119 H 0.231 0.034 -0.034  C114 1.090
120 H -0.143 0.815 1.554  C114 1.090
121 H 1.590 -0.017 2.264  O115 0.960
122 C -0.267 5.268 2.326  C123 1.526, H125 1.090, H126 1.090, H127 1.090
123 C 0.976 5.842 1.652  C122 1.526, O124 1.390, H128 1.090, H129 1.090
124 O 0.683 6.079 0.313  C123 1.390, H130 0.960
125 H -0.242 5.539 3.381  C122 1.090
126 H -0.389 4.221 2.052  C122 1.090
127 H -1.159 5.863 2.124  C122 1.090
128 H 1.803 5.156 1.835  C123 1.090
129 H 1.127 6.746 2.242  C123 1.090
130 H 1.256 6.733 -0.094  O124 0.960

Results of the Löwdin charge analysis, in e, for atoms 1 through 2: atom 1 (C): -0.03, atom 2 (C): -0.44


Entry 2:
9 unconnected molecules or ions with the total composition C30H85N7O9 in a non-equilibrium geometry. Source: the Open Molecules 2025 dataset; level of theory: wB97M-V/def2-TZVPD.

## Properties
E_LUMO   0.4 eV
SMILES string   COC[C@H](C)N.COC[C@H](C)N.COC[C@H](C)N.COC[C@H](C)N.COC[C@H](C)N.COC[C@H](C)N.COC[C@H](C)N.CO.CO

Bonds (Å) are listed after each position.
Cartesian coordinates (Å):
1 C -1.595 -0.132 -3.558  O2 1.426, H7 1.090, H8 1.090, H9 1.090
2 O -0.204 -0.012 -3.848  C1 1.426, C3 1.451
3 C 0.325 -1.277 -4.323  O2 1.451, C4 1.547, H10 1.090, H11 1.090
4 C 1.654 -1.030 -5.075  C3 1.547, C5 1.557, N6 1.467, H12 1.090
5 C 2.754 -0.013 -4.651  C4 1.557, H13 1.090, H14 1.090, H15 1.090
6 N 1.203 -0.631 -6.412  C4 1.467, H16 1.010, H17 1.010
7 H -1.945 -0.743 -2.726  C1 1.090
8 H -2.151 -0.511 -4.416  C1 1.090
9 H -1.913 0.873 -3.279  C1 1.090
10 H 0.470 -1.817 -3.388  C3 1.090
11 H -0.390 -1.731 -5.009  C3 1.090
12 H 2.020 -2.012 -5.373  C4 1.090
13 H 3.316 -0.434 -3.818  C5 1.090
14 H 2.300 0.872 -4.206  C5 1.090
15 H 3.386 0.311 -5.478  C5 1.090
16 H 1.866 0.037 -6.780  N6 1.010
17 H 0.522 -0.025 -5.977  N6 1.010
18 C 0.089 -3.691 1.099  O19 1.369, H24 1.090, H25 1.090, H26 1.090
19 O 0.281 -5.040 0.967  C18 1.369, C20 1.427
20 C 0.162 -5.652 -0.316  O19 1.427, C21 1.535, H27 1.090, H28 1.090
21 C 0.599 -7.122 -0.252  C20 1.535, C22 1.533, N23 1.431, H29 1.090
22 C 0.452 -7.848 -1.594  C21 1.533, H30 1.090, H31 1.090, H32 1.090
23 N -0.261 -7.868 0.615  C21 1.431, H33 1.010, H34 1.010
24 H -0.775 -3.399 0.502  C18 1.090
25 H 0.906 -3.282 0.505  C18 1.090
26 H -0.018 -3.340 2.126  C18 1.090
27 H -0.899 -5.595 -0.560  C20 1.090
28 H 0.604 -5.004 -1.073  C20 1.090
29 H 1.577 -7.371 0.161  C21 1.090
30 H 0.826 -8.868 -1.504  C22 1.090
31 H 1.062 -7.353 -2.349  C22 1.090
32 H -0.550 -7.738 -2.010  C22 1.090
33 H -0.374 -7.362 1.482  N23 1.010
34 H -1.146 -7.878 0.129  N23 1.010
35 C 2.179 7.021 -4.044  O36 1.458, H41 1.090, H42 1.090, H43 1.090
36 O 1.714 5.673 -4.344  C35 1.458, C37 1.457
37 C 0.901 4.931 -3.389  O36 1.457, C38 1.576, H44 1.090, H45 1.090
38 C 0.493 3.522 -3.968  C37 1.576, C39 1.512, N40 1.500, H46 1.090
39 C -0.810 3.491 -4.733  C38 1.512, H47 1.090, H48 1.090, H49 1.090
40 N 0.563 2.458 -2.914  C38 1.500, H50 1.010, H51 1.010
41 H 2.185 7.157 -2.963  C35 1.090
42 H 1.479 7.687 -4.549  C35 1.090
43 H 3.205 7.262 -4.325  C35 1.090
44 H 1.592 4.744 -2.568  C37 1.090
45 H 0.056 5.532 -3.053  C37 1.090
46 H 1.259 3.258 -4.697  C38 1.090
47 H -0.479 3.873 -5.699  C39 1.090
48 H -1.633 3.980 -4.212  C39 1.090
49 H -1.175 2.500 -5.005  C39 1.090
50 H 0.488 1.621 -3.473  N40 1.010
51 H 1.518 2.599 -2.617  N40 1.010
52 C -3.624 -2.058 -0.237  O53 1.473, H58 1.090, H59 1.090, H60 1.090
53 O -3.549 -3.453 -0.704  C52 1.473, C54 1.403
54 C -3.877 -4.450 0.226  O53 1.403, C55 1.540, H61 1.090, H62 1.090
55 C -4.013 -5.830 -0.446  C54 1.540, C56 1.567, N57 1.430, H63 1.090
56 C -5.242 -5.941 -1.412  C55 1.567, H64 1.090, H65 1.090, H66 1.090
57 N -4.085 -6.891 0.510  C55 1.430, H67 1.010, H68 1.010
58 H -3.197 -1.357 -0.954  C52 1.090
59 H -2.922 -1.782 0.551  C52 1.090
60 H -4.651 -1.803 0.026  C52 1.090
61 H -3.089 -4.645 0.954  C54 1.090
62 H -4.778 -4.195 0.783  C54 1.090
63 H -3.130 -6.147 -1.001  C55 1.090
64 H -5.361 -6.826 -2.037  C56 1.090
65 H -5.328 -5.100 -2.099  C56 1.090
66 H -6.150 -5.753 -0.838  C56 1.090
67 H -3.360 -6.801 1.207  N57 1.010
68 H -4.909 -6.629 1.032  N57 1.010
69 C 4.391 2.559 1.985  O70 1.446, H75 1.090, H76 1.090, H77 1.090
70 O 5.128 1.929 3.058  C69 1.446, C71 1.383
71 C 5.285 2.765 4.149  O70 1.383, C72 1.588, H78 1.090, H79 1.090
72 C 5.458 1.870 5.449  C71 1.588, C73 1.522, N74 1.461, H80 1.090
73 C 6.876 1.332 5.581  C72 1.522, H81 1.090, H82 1.090, H83 1.090
74 N 4.536 0.741 5.547  C72 1.461, H84 1.010, H85 1.010
75 H 5.082 3.168 1.402  C69 1.090
76 H 3.631 3.262 2.324  C69 1.090
77 H 3.980 1.838 1.278  C69 1.090
78 H 6.194 3.320 3.916  C71 1.090
79 H 4.432 3.408 4.365  C71 1.090
80 H 5.405 2.438 6.378  C72 1.090
81 H 7.662 2.034 5.305  C73 1.090
82 H 7.030 0.451 4.958  C73 1.090
83 H 7.083 1.076 6.620  C73 1.090
84 H 3.786 1.209 5.059  N74 1.010
85 H 4.809 0.138 4.784  N74 1.010
86 C -3.386 5.271 -0.596  O87 1.374, H92 1.090, H93 1.090, H94 1.090
87 O -2.241 5.368 0.157  C86 1.374, C88 1.410
88 C -1.048 4.937 -0.459  O87 1.410, C89 1.533, H95 1.090, H96 1.090
89 C -0.106 4.489 0.665  C88 1.533, C90 1.535, N91 1.452, H97 1.090
90 C 0.543 5.554 1.560  C89 1.535, H98 1.090, H99 1.090, H100 1.090
91 N 1.000 3.795 0.028  C89 1.452, H101 1.010, H102 1.010
92 H -3.563 4.197 -0.665  C86 1.090
93 H -3.214 5.873 -1.488  C86 1.090
94 H -4.204 5.711 -0.026  C86 1.090
95 H -1.347 4.117 -1.111  C88 1.090
96 H -0.586 5.727 -1.051  C88 1.090
97 H -0.424 3.708 1.355  C89 1.090
98 H 0.809 5.004 2.462  C90 1.090
99 H -0.131 6.401 1.686  C90 1.090
100 H 1.446 6.060 1.221  C90 1.090
101 H 1.554 4.483 -0.462  N91 1.010
102 H 0.596 3.397 -0.808  N91 1.010
103 C -2.660 1.769 1.784  O104 1.442, H109 1.090, H110 1.090, H111 1.090
104 O -3.450 0.607 2.110  C103 1.442, C105 1.439
105 C -3.755 0.590 3.516  O104 1.439, C106 1.520, H112 1.090, H113 1.090
106 C -2.697 -0.130 4.338  C105 1.520, C107 1.548, N108 1.426, H114 1.090
107 C -2.339 -1.573 3.908  C106 1.548, H115 1.090, H116 1.090, H117 1.090
108 N -3.012 -0.315 5.716  C106 1.426, H118 1.010, H119 1.010
109 H -1.781 1.583 2.400  C103 1.090
110 H -3.284 2.595 2.126  C103 1.090
111 H -2.259 1.806 0.771  C103 1.090
112 H -4.265 1.447 3.955  C105 1.090
113 H -4.725 0.096 3.571  C105 1.090
114 H -1.791 0.475 4.307  C106 1.090
115 H -2.224 -1.562 2.824  C107 1.090
116 H -3.075 -2.354 4.098  C107 1.090
117 H -1.353 -1.764 4.331  C107 1.090
118 H -3.745 -0.955 5.983  N108 1.010
119 H -2.122 -0.734 5.946  N108 1.010
120 C 1.910 -0.911 3.205  O121 1.463, H122 1.090, H123 1.090, H124 1.090
121 O 2.492 0.308 2.645  C120 1.463, H125 0.960
122 H 2.370 -1.762 2.702  C120 1.090
123 H 2.256 -0.920 4.239  C120 1.090
124 H 0.831 -0.997 3.081  C120 1.090
125 H 2.377 0.287 1.692  O121 0.960
126 C 0.331 -0.356 -0.468  O127 1.470, H128 1.090, H129 1.090, H130 1.090
127 O 1.563 0.358 -0.101  C126 1.470, H131 0.960
128 H -0.031 0.131 -1.373  C126 1.090
129 H 0.497 -1.395 -0.754  C126 1.090
130 H -0.415 -0.237 0.318  C126 1.090
131 H 1.469 1.313 -0.122  O127 0.960

Results of the Löwdin charge analysis, in e, for atoms 1 through 2: atom 1 (C): -0.10, atom 2 (O): -0.28


Computed values of ΔE to the lowest compared entry with this formula, charge and spin (unit: kJ/mol) for the preceding records, in sequence: 284.5 570.6.